{"formula": "C8H22N3Si", "method": "the ωB97M-V functional and the def2-TZVPD basis", "total_charge": 1, "fmax_ev_per_a": 4.65, "e_homo_ev": -13.475, "orbital_gap_ev": 10.94, "symbols": ["C", "C", "C", "C", "C", "C", "C", "C", "N", "N", "N", "Si", "H", "H", "H", "H", "H", "H", "H", "H", "H", "H", "H", "H", "H", "H", "H", "H", "H", "H", "H", "H", "H", "H"], "xyz": [[2.359, 1.877, -0.432], [1.177, 1.690, -1.323], [2.299, 0.589, 0.340], [0.033, 1.307, -0.291], [0.809, 0.583, 0.864], [-0.880, -1.058, -4.756], [-3.087, 0.483, 1.540], [-0.332, -1.268, -2.255], [-0.554, -1.144, -3.401], [0.251, -0.767, 1.041], [-1.970, 0.061, 2.399], [1.135, -2.229, 2.060], [3.309, 2.036, -0.937], [2.148, 2.589, 0.354], [0.804, 2.450, -2.055], [1.381, 0.882, -1.953], [2.380, -0.248, -0.383], [2.936, 0.323, 1.146], [-0.279, 2.176, 0.181], [-0.701, 0.562, -0.727], [0.824, 1.262, 1.768], [-0.959, 0.004, -5.034], [-0.057, -1.497, -5.396], [-1.613, -1.867, -4.959], [-2.940, 1.536, 1.154], [-3.111, -0.305, 0.667], [-4.023, 0.456, 2.056], [0.020, -0.971, 0.102], [-2.265, -0.630, 2.973], [-1.728, 0.908, 2.944], [-0.647, -0.555, 1.484], [0.599, -1.765, 3.262], [2.592, -2.006, 1.772], [0.456, -3.483, 1.686]], "mulliken_charge": [-0.73, -0.68, -1.05, -0.85, 0.16, -0.73, -0.79, -0.36, 0.12, -0.03, -0.61, 0.40, 0.41, 0.27, 0.34, 0.23, 0.40, 0.45, 0.30, 0.48, 0.33, 0.29, 0.30, 0.34, 0.24, 0.23, 0.38, 0.27, 0.22, 0.25, 0.54, -0.08, -0.03, -0.02]}



{"formula": "C25H29Cl18F17N", "method": "the ωB97M-V functional and the def2-TZVPD basis", "total_charge": 1, "fmax_ev_per_a": 4.13, "e_homo_ev": -11.565, "orbital_gap_ev": 8.46, "symbols": ["F", "C", "F", "F", "C", "F", "F", "C", "F", "F", "C", "F", "F", "C", "F", "F", "C", "F", "F", "C", "F", "F", "C", "F", "F", "C", "C", "N", "C", "C", "C", "C", "C", "C", "H", "H", "H", "H", "H", "H", "H", "H", "H", "H", "H", "C", "Cl", "Cl", "H", "H", "C", "Cl", "Cl", "H", "H", "C", "Cl", "Cl", "H", "H", "C", "Cl", "Cl", "H", "H", "C", "Cl", "Cl", "H", "H", "C", "Cl", "Cl", "H", "H", "C", "Cl", "Cl", "H", "H", "C", "Cl", "Cl", "H", "H", "C", "Cl", "Cl", "H", "H"], "xyz": [[0.010, -4.559, 1.228], [0.637, -4.519, 0.034], [-0.276, -4.130, -0.903], [0.927, -5.827, -0.284], [1.999, -3.738, -0.020], [2.292, -3.549, -1.351], [2.963, -4.623, 0.415], [2.165, -2.445, 0.852], [3.540, -2.321, 1.041], [1.657, -2.504, 2.110], [1.754, -1.066, 0.166], [2.158, -0.108, 1.082], [2.512, -0.786, -0.939], [0.203, -0.851, -0.064], [-0.589, -1.762, 0.606], [-0.104, 0.371, 0.522], [-0.263, -0.713, -1.557], [0.252, 0.446, -2.084], [0.294, -1.714, -2.335], [-1.816, -0.812, -1.814], [-1.956, -0.609, -3.179], [-2.259, -2.104, -1.626], [-2.728, 0.274, -1.135], [-2.129, 1.521, -1.079], [-3.807, 0.472, -2.014], [-3.262, -0.022, 0.284], [-4.266, -1.208, 0.431], [-5.517, -1.097, -0.384], [-6.604, -2.039, -0.030], [-7.550, -2.350, -1.099], [-8.667, -3.249, -0.901], [-8.879, -3.877, 0.390], [-7.910, -3.600, 1.443], [-6.797, -2.698, 1.233], [-2.460, -0.174, 1.075], [-3.809, 0.905, 0.620], [-3.827, -2.225, 0.265], [-4.584, -1.212, 1.508], [-5.902, -0.139, -0.421], [-5.255, -1.326, -1.359], [-7.414, -1.885, -2.098], [-9.344, -3.423, -1.769], [-9.753, -4.543, 0.553], [-8.059, -4.083, 2.434], [-6.084, -2.521, 2.069], [3.982, 1.743, 3.353], [5.739, 1.670, 3.449], [3.389, 3.399, 3.539], [3.668, 1.364, 2.384], [3.560, 1.128, 4.144], [6.017, -2.964, 3.244], [7.711, -3.224, 2.815], [5.863, -1.888, 4.636], [5.505, -2.518, 2.397], [5.565, -3.922, 3.487], [3.298, 0.453, -3.753], [5.005, 0.811, -3.469], [3.036, -0.173, -5.385], [2.972, -0.291, -3.036], [2.721, 1.365, -3.629], [4.908, 6.692, 4.995], [6.028, 7.078, 6.305], [3.323, 7.430, 5.270], [5.315, 7.068, 4.062], [4.790, 5.612, 4.938], [-2.286, 4.331, -3.218], [-3.641, 4.890, -4.202], [-1.904, 5.482, -1.929], [-2.548, 3.377, -2.770], [-1.414, 4.215, -3.853], [-1.739, 4.376, -7.983], [-3.495, 4.323, -7.807], [-0.928, 4.409, -6.410], [-1.413, 3.494, -8.527], [-1.468, 5.272, -8.535], [-0.944, 2.263, 3.590], [-1.713, 0.670, 3.446], [-1.990, 3.402, 4.436], [-0.016, 2.155, 4.145], [-0.738, 2.645, 2.594], [8.337, 8.247, 3.187], [7.660, 6.624, 3.002], [7.225, 9.338, 4.029], [9.258, 8.178, 3.759], [8.545, 8.652, 2.201], [2.221, -8.010, -2.142], [1.324, -9.196, -3.096], [3.695, -8.711, -1.465], [2.491, -7.174, -2.782], [1.592, -7.665, -1.330]], "mulliken_charge": [-0.24, 0.58, -0.23, -0.24, 0.73, -0.26, -0.31, 0.50, -0.29, -0.25, 0.22, -0.28, -0.12, 0.72, -0.28, -0.34, 0.80, -0.30, -0.29, 0.30, -0.32, -0.24, 0.69, -0.24, -0.38, -0.04, -0.80, 0.02, 0.68, -0.39, -0.52, -0.46, -0.63, -0.31, -0.76, 0.69, 0.41, 0.38, 0.48, 0.52, 0.32, 0.36, 0.38, 0.35, 0.26, 0.21, -0.16, -0.16, -0.15, 0.28, 0.30, -0.15, -0.15, -0.24, 0.28, 0.51, -0.17, -0.16, -0.38, 0.20, 0.12, -0.13, -0.18, 0.06, 0.10, 0.64, -0.13, -0.18, -0.35, 0.00, -0.29, -0.14, -0.12, 0.27, 0.29, -0.08, -0.13, -0.15, 0.26, 0.15, -0.25, -0.13, -0.13, 0.26, 0.29, 0.18, -0.16, -0.15, 0.23, -0.04]}



{"formula": "C6H14O", "method": "the ωB97M-V functional and the def2-TZVPD basis", "fmax_ev_per_a": 1.02, "e_homo_ev": [-9.733, -9.077], "orbital_gap_ev": [9.41, 10.06], "symbols": ["C", "C", "C", "C", "C", "C", "O", "H", "H", "H", "H", "H", "H", "H", "H", "H", "H", "H", "H", "H", "H"], "xyz": [[-3.268, 0.576, 0.254], [-2.065, 1.163, 0.153], [-0.812, 0.643, 0.785], [0.305, 0.414, -0.235], [1.589, -0.103, 0.400], [2.669, -0.385, -0.628], [3.825, -0.817, 0.063], [-2.861, -4.109, 0.924], [-4.160, 1.026, -0.173], [-3.396, -0.353, 0.805], [-1.842, -0.277, -2.011], [-1.984, 2.113, -0.377], [-0.461, 1.371, 1.533], [-1.026, -0.288, 1.324], [0.502, 1.350, -0.777], [-0.077, -0.298, -0.990], [1.976, 0.631, 1.119], [1.391, -1.024, 0.963], [2.313, -1.153, -1.334], [2.871, 0.529, -1.211], [4.509, -1.009, -0.588]], "mulliken_charge": [-0.65, -0.28, -0.38, -0.48, -0.61, -0.53, -0.50, 0.00, 0.26, 0.24, 0.06, 0.27, 0.26, 0.31, 0.30, 0.15, 0.32, 0.31, 0.31, 0.32, 0.30]}



{"formula": "C5H24N2O7", "method": "the ωB97M-V functional and the def2-TZVPD basis", "smiles": "CCC[C@H](N)C(N)=O.O.O.O.O.O.O", "fmax_ev_per_a": 3.11, "e_homo_ev": -8.844, "orbital_gap_ev": 8.73, "symbols": ["C", "C", "C", "C", "N", "C", "N", "O", "H", "H", "H", "H", "H", "H", "H", "H", "H", "H", "H", "H", "O", "H", "H", "O", "H", "H", "O", "H", "H", "O", "H", "H", "O", "H", "H", "O", "H", "H"], "xyz": [[-2.125, 1.753, 1.075], [-1.499, 2.741, 0.069], [-1.112, 2.293, -1.414], [-0.375, 0.893, -1.221], [0.362, 0.687, 0.032], [0.621, 0.606, -2.413], [1.674, -0.305, -2.388], [0.426, 1.256, -3.432], [-1.955, 0.743, 0.733], [-1.914, 2.048, 2.108], [-3.202, 1.850, 0.928], [-0.542, 3.062, 0.493], [-2.123, 3.632, -0.014], [-0.411, 3.072, -1.788], [-2.051, 2.289, -1.960], [-1.212, 0.128, -1.191], [0.892, 1.513, 0.246], [0.733, -0.232, 0.030], [1.942, -0.647, -3.301], [2.007, -0.585, -1.499], [-1.322, -2.029, 1.096], [-1.491, -2.806, 0.467], [-1.390, -1.396, 0.345], [-3.003, -0.997, -0.832], [-3.311, -1.701, -1.410], [-3.815, -0.869, -0.307], [2.788, -1.651, 0.698], [2.176, -1.951, 1.363], [3.320, -0.977, 1.187], [1.203, -1.210, 2.858], [1.337, -1.967, 3.453], [0.422, -1.605, 2.434], [3.221, 0.561, 2.012], [2.572, 0.910, 1.389], [2.752, 0.563, 2.851], [1.633, -3.585, -0.882], [1.749, -2.917, -1.562], [1.024, -3.172, -0.256]], "mulliken_charge": [-0.66, -0.72, -0.66, 0.59, -0.25, 0.27, -0.31, -0.64, 0.05, 0.29, 0.34, 0.28, 0.48, 0.23, 0.37, -0.10, 0.20, 0.01, 0.26, 0.17, -0.70, 0.29, 0.25, -0.50, 0.26, 0.25, -0.62, 0.32, 0.34, -0.59, 0.31, 0.30, -0.74, 0.35, 0.30, -0.61, 0.32, 0.28]}



{"formula": "C2H15NO5", "method": "the ωB97M-V functional and the def2-TZVPD basis", "smiles": "C=CN.O.O.O.O.O", "fmax_ev_per_a": 6.83, "e_homo_ev": -7.964, "orbital_gap_ev": 7.88, "symbols": ["C", "C", "N", "H", "H", "H", "H", "H", "O", "H", "H", "O", "H", "H", "O", "H", "H", "O", "H", "H", "O", "H", "H"], "xyz": [[-0.444, 3.311, 3.308], [-1.644, 2.584, 3.229], [-2.105, 1.929, 2.126], [0.399, 3.203, 2.545], [-0.294, 4.125, 4.025], [-2.438, 2.674, 4.028], [-1.391, 1.755, 1.540], [-2.925, 1.238, 2.183], [3.399, 1.152, -3.423], [2.899, 1.742, -3.030], [2.816, 0.635, -3.903], [2.308, 1.396, 1.264], [2.360, 0.700, 0.541], [3.140, 1.564, 1.494], [-1.085, -2.740, -1.857], [-1.632, -2.749, -1.077], [-0.695, -1.866, -1.696], [-1.513, -6.279, -2.406], [-1.204, -5.361, -2.616], [-2.262, -6.409, -3.048], [0.400, 0.195, -0.484], [0.922, 0.328, 0.319], [-0.499, -0.244, -0.172]], "mulliken_charge": [-0.77, 0.18, -0.41, 0.11, 0.24, 0.25, 0.17, 0.23, -0.58, 0.28, 0.30, -0.59, 0.29, 0.28, -0.61, 0.31, 0.32, -0.66, 0.33, 0.32, -0.64, 0.35, 0.30]}



{"formula": "C3H2LiNaO2", "method": "the ωB97M-V functional and the def2-TZVPD basis", "fmax_ev_per_a": 2.75, "e_homo_ev": -5.957, "orbital_gap_ev": 5.30, "symbols": ["O", "C", "C", "H", "H", "Na", "Li", "C", "O"], "xyz": [[1.269, 1.380, 0.021], [0.805, 0.789, 1.047], [-0.145, -0.234, 1.142], [1.185, 1.150, 2.033], [-0.334, -0.492, 2.195], [0.893, 0.355, -1.869], [-1.885, -2.528, 0.711], [-1.320, -0.568, 0.196], [-1.178, -0.266, -1.029]], "mulliken_charge": [-0.82, 0.15, -0.47, 0.29, 0.20, 0.97, 0.73, -0.43, -0.63]}



{"formula": "CH4BFO2", "method": "the ωB97M-V functional and the def2-TZVPD basis", "smiles": "OB(O)CF", "fmax_ev_per_a": 7.32, "e_homo_ev": -9.827, "orbital_gap_ev": 9.93, "symbols": ["O", "B", "O", "C", "F", "H", "H", "H", "H"], "xyz": [[0.713, 1.389, -1.026], [0.117, 0.576, -0.259], [0.576, -0.321, 0.563], [-1.675, 0.565, -0.306], [-1.964, -0.706, 0.053], [1.657, 1.533, -1.021], [1.531, -0.386, 0.353], [-2.043, 1.283, 0.442], [-2.034, 0.750, -1.246]], "mulliken_charge": [-0.43, 0.44, -0.39, -0.40, -0.28, 0.28, 0.29, 0.24, 0.26]}



{"formula": "CH8O5", "method": "the ωB97M-V functional and the def2-TZVPD basis", "smiles": "O=CO.O.O.O", "fmax_ev_per_a": 1.44, "e_homo_ev": -10.936, "orbital_gap_ev": 11.37, "symbols": ["O", "C", "O", "H", "H", "O", "H", "H", "O", "H", "H", "O", "H", "H"], "xyz": [[-0.782, -1.068, 0.284], [-1.192, -0.915, 1.394], [-2.257, -0.142, 1.676], [-0.781, -1.396, 2.283], [-2.716, 0.039, 0.831], [-3.395, 0.090, -0.984], [-2.494, 0.254, -1.273], [-3.722, -0.799, -1.211], [-0.633, 1.168, -1.495], [-0.020, 0.528, -1.119], [-0.264, 1.995, -1.143], [6.330, 0.313, 0.012], [6.336, -0.649, 0.174], [5.589, 0.583, 0.570]], "mulliken_charge": [-0.48, 0.17, -0.43, 0.36, 0.40, -0.71, 0.38, 0.34, -0.65, 0.32, 0.31, -0.64, 0.32, 0.32]}